12 unconnected molecules or ions with the total composition C58H63BN11O2S at a distorted geometry. Source: OMol25; level of theory: ωB97M-V with the def2-TZVPD basis set.

Values from the calculation:
net charge = -1
orbital gap = 0.21378 Eh
relative energy (zero: lowest compared OMol25 entry of this formula, charge and spin) = 20.4 kcal per mole
DFT total energy = -3423.7400 hartree
largest force on an atom = 3.6 eV/Å

Geometry (Å):
O (-4.3024, -1.6940, 0.8208)
C (-3.1840, -1.1886, 1.0467)
O (-3.0877, 0.2075, 1.1367)
C (-1.9145, -2.1464, 1.2793)
C (-1.3609, -1.7581, 2.7580)
B (0.0227, -2.5602, 3.1574)
S (1.4806, -1.3117, 3.0891)
H (-2.1713, 0.5222, 1.0061)
H (-1.1079, -1.9992, 0.4997)
H (-2.3209, -3.2030, 1.3112)
H (-1.2507, -0.6165, 2.8226)
H (-2.1937, -2.0360, 3.5018)
H (-0.0803, -2.8534, 4.3205)
H (0.2235, -3.5424, 2.5231)
H (0.9030, -0.1285, 3.5579)
N (-0.9808, 3.7439, -0.6453)
C (-1.6396, 2.7829, -1.3097)
C (-2.8463, 2.9824, -1.9593)
C (-3.4106, 4.2475, -1.9185)
C (-2.7525, 5.2604, -1.2370)
C (-1.5472, 4.9593, -0.6230)
H (-1.1602, 1.8092, -1.3096)
H (-3.3327, 2.1685, -2.4824)
H (-4.3558, 4.4428, -2.4132)
H (-3.1651, 6.2601, -1.1836)
H (-0.9922, 5.7175, -0.0805)
N (-7.6803, 5.3566, 0.1895)
C (-6.4981, 4.8407, -0.1870)
C (-6.1770, 3.4966, -0.0874)
C (-7.1282, 2.6311, 0.4349)
C (-8.3566, 3.1374, 0.8327)
C (-8.5825, 4.4972, 0.6885)
H (-5.7875, 5.5575, -0.5856)
H (-5.2090, 3.1350, -0.4088)
H (-6.9140, 1.5719, 0.5308)
H (-9.1193, 2.4914, 1.2441)
H (-9.5289, 4.9400, 0.9823)
N (5.9430, -3.0893, 3.5865)
C (7.2523, -2.8030, 3.5279)
C (7.7560, -1.5685, 3.1521)
C (6.8551, -0.5690, 2.8119)
C (5.4958, -0.8374, 2.8615)
C (5.0924, -2.1042, 3.2543)
H (7.9163, -3.6176, 3.7999)
H (8.8246, -1.3927, 3.1256)
H (7.2104, 0.4108, 2.5110)
H (4.7647, -0.0819, 2.6026)
H (4.0396, -2.3607, 3.3123)
N (5.5997, 0.0682, -1.8922)
C (6.3517, -0.4204, -0.8950)
C (7.6834, -0.0883, -0.6997)
C (8.2756, 0.7972, -1.5872)
C (7.5200, 1.3159, -2.6286)
C (6.1955, 0.9236, -2.7353)
H (5.8448, -1.1111, -0.2294)
H (8.2423, -0.5118, 0.1252)
H (9.3156, 1.0809, -1.4688)
H (7.9496, 2.0094, -3.3407)
H (5.5627, 1.3045, -3.5308)
N (-5.8030, -4.2115, -3.3694)
C (-5.2952, -3.7432, -2.2181)
C (-5.6026, -2.5001, -1.6865)
C (-6.4839, -1.6898, -2.3869)
C (-7.0222, -2.1488, -3.5812)
C (-6.6534, -3.4083, -4.0246)
H (-4.6089, -4.4124, -1.7100)
H (-5.1628, -2.1736, -0.7477)
H (-6.7492, -0.7097, -2.0055)
H (-7.7129, -1.5422, -4.1541)
H (-7.0503, -3.8125, -4.9507)
N (4.8489, -2.5862, -5.4037)
C (5.8488, -1.7595, -5.0631)
C (7.1350, -1.8548, -5.5708)
C (7.4083, -2.8649, -6.4809)
C (6.3923, -3.7347, -6.8486)
C (5.1387, -3.5528, -6.2864)
H (5.5872, -0.9893, -4.3470)
H (7.9032, -1.1569, -5.2615)
H (8.4033, -2.9732, -6.8999)
H (6.5693, -4.5353, -7.5560)
H (4.3108, -4.2052, -6.5452)
N (10.7147, -3.6727, -7.5346)
C (10.5356, -4.9564, -7.8794)
C (11.2806, -6.0049, -7.3647)
C (12.2730, -5.7131, -6.4413)
C (12.4806, -4.3937, -6.0684)
C (11.6794, -3.4180, -6.6388)
H (9.7502, -5.1341, -8.6067)
H (11.0897, -7.0234, -7.6781)
H (12.8783, -6.5058, -6.0163)
H (13.2466, -4.1289, -5.3507)
H (11.8012, -2.3722, -6.3762)
N (-6.1660, 5.8647, 5.2550)
C (-5.1353, 5.0443, 5.5078)
C (-4.6331, 4.1318, 4.5938)
C (-5.2317, 4.0573, 3.3445)
C (-6.3016, 4.8933, 3.0569)
C (-6.7259, 5.7738, 4.0392)
H (-4.7028, 5.1375, 6.4986)
H (-3.7958, 3.4956, 4.8520)
H (-4.8682, 3.3551, 2.6021)
H (-6.7908, 4.8621, 2.0940)
H (-7.5558, 6.4502, 3.8611)
N (-8.7517, 0.9143, 2.9130)
C (-9.5851, -0.0679, 3.2875)
C (-9.5861, -0.6389, 4.5494)
C (-8.6706, -0.1726, 5.4812)
C (-7.7962, 0.8410, 5.1195)
C (-7.8778, 1.3481, 3.8331)
H (-10.2799, -0.4009, 2.5234)
H (-10.2844, -1.4283, 4.7971)
H (-8.6390, -0.5949, 6.4793)
H (-7.0682, 1.2291, 5.8204)
H (-7.2176, 2.1442, 3.5042)
N (-0.5616, -5.4165, 0.9893)
C (0.6143, -5.9294, 0.6032)
C (0.9364, -7.2745, 0.6923)
C (-0.0104, -8.1423, 1.2150)
C (-1.2350, -7.6367, 1.6243)
C (-1.4596, -6.2757, 1.4895)
H (1.3227, -5.2106, 0.2047)
H (1.9030, -7.6335, 0.3619)
H (0.2038, -9.2019, 1.3027)
H (-1.9981, -8.2841, 2.0380)
H (-2.4033, -5.8330, 1.7926)
N (-0.4836, 6.8460, 2.5262)
C (-0.5671, 8.1041, 2.9824)
C (0.5270, 8.9370, 3.1530)
C (1.7838, 8.4418, 2.8379)
C (1.8985, 7.1429, 2.3657)
C (0.7423, 6.3917, 2.2272)
H (-1.5702, 8.4445, 3.2180)
H (0.3996, 9.9465, 3.5231)
H (2.6649, 9.0622, 2.9588)
H (2.8632, 6.7232, 2.1104)
H (0.7796, 5.3714, 1.8583)

Forces on the atoms, in the same order (eV/Å):
2.69 2.02 1.18
-0.89 -1.89 -0.87
0.12 -1.48 -0.53
-0.82 1.69 1.33
-1.18 0.03 -0.66
-1.07 0.80 0.98
0.52 1.35 -0.18
-0.34 -0.60 0.41
-0.95 -0.19 0.82
0.63 1.38 -0.40
-0.11 -1.52 -0.10
0.97 0.42 -1.07
-0.02 -0.29 0.41
0.38 -0.09 -0.46
0.38 -1.23 -0.33
-0.54 0.13 -0.28
0.39 0.20 0.33
-0.05 0.07 -0.03
-0.03 0.10 -0.11
-0.06 -0.12 -0.07
0.38 -0.35 0.11
-0.04 -0.01 -0.05
0.04 0.00 0.05
0.04 -0.01 0.01
0.05 -0.02 0.02
-0.11 0.03 0.01
0.03 -0.48 -0.21
-0.50 0.30 -0.09
-0.11 -0.06 0.02
0.00 -0.14 0.01
-0.08 0.13 -0.20
0.23 0.39 -0.40
0.04 -0.05 0.03
-0.04 0.01 0.07
-0.01 0.04 0.06
0.13 0.02 0.01
0.00 -0.06 0.02
0.39 0.57 -0.19
-0.49 -0.21 0.05
-0.03 0.03 -0.03
-0.04 0.10 -0.01
0.24 0.12 -0.03
-0.03 -0.69 0.18
0.05 0.05 -0.01
-0.02 -0.03 0.02
-0.02 -0.03 0.01
-0.07 -0.12 0.03
0.01 0.19 -0.02
0.64 0.18 0.03
-0.50 0.02 -0.28
0.11 0.12 -0.12
0.08 -0.01 0.03
0.06 -0.03 0.05
-0.32 -0.25 0.31
0.06 0.03 0.04
-0.08 -0.02 -0.02
-0.05 -0.01 -0.01
-0.04 -0.01 0.01
0.06 0.04 -0.01
-0.15 0.47 0.17
-0.19 -0.27 -0.51
-0.05 0.15 0.06
-0.01 -0.03 -0.05
0.03 0.04 0.08
0.29 -0.37 0.15
0.00 0.08 0.05
-0.16 -0.16 -0.34
0.02 -0.04 0.01
0.01 -0.05 -0.01
-0.03 0.06 0.00
0.55 -0.09 -0.29
-0.49 -0.19 -0.02
-0.04 -0.14 -0.09
0.20 -0.02 -0.08
0.05 0.11 0.08
-0.25 0.30 0.34
0.03 -0.07 -0.01
-0.05 -0.01 0.02
-0.06 0.02 0.02
-0.03 0.02 0.02
0.05 -0.02 -0.02
0.36 -0.47 0.24
-0.05 0.51 0.03
0.08 0.04 0.06
0.06 -0.06 0.04
-0.02 -0.12 -0.05
-0.38 0.08 -0.33
0.02 -0.06 0.02
-0.02 0.05 0.00
-0.04 0.04 -0.02
-0.05 0.02 -0.03
0.04 -0.04 0.03
0.18 -0.34 -0.34
-0.38 0.35 0.02
-0.04 -0.03 -0.07
0.06 -0.02 -0.02
0.16 -0.12 0.12
0.15 0.09 0.49
0.04 -0.04 -0.03
-0.03 0.03 0.00
0.00 0.03 0.03
0.20 0.06 0.49
0.01 -0.04 -0.07
-0.07 -0.44 0.70
0.25 0.34 -0.24
0.06 0.05 0.05
0.01 -0.01 0.08
-0.11 -0.11 0.05
-0.21 0.00 -0.49
-0.01 -0.05 0.05
0.03 0.02 -0.04
0.01 0.02 -0.06
-0.01 0.01 -0.07
0.01 -0.01 0.08
-0.02 -0.84 -0.18
-0.40 0.40 0.10
-0.10 -0.08 0.07
0.02 -0.09 0.01
0.12 -0.05 -0.02
0.28 0.49 -0.19
0.02 -0.03 0.03
-0.02 0.04 0.01
-0.01 0.04 0.00
0.01 0.04 -0.01
0.00 -0.05 0.03
0.48 0.39 0.03
-0.13 -0.47 -0.15
0.10 -0.05 -0.02
0.08 0.03 0.00
-0.01 0.16 0.06
-0.51 -0.07 0.04
0.04 0.04 0.01
-0.02 -0.05 -0.01
-0.04 -0.03 0.00
-0.06 -0.02 0.00
0.06 0.02 0.00

These are the Mulliken partial charges, in e, on atoms 1 to 2: atom 1 (O): -0.7346, atom 2 (C): 0.5159